7
Properties=species:S:1:pos:R:3:lowdin_charge:R:1 method="wB97M-V/def2-TZVPD" molar_mass_g_mol=148.923 largest_force_ev_per_a=2.773 e_above_lowest_kcal_mol=74.1 homo_energy_ev="-8.880 / -9.687"
C -1.331 -0.533 0.994 -0.73
C 1.048 0.265 -0.789 -0.77
O -1.914 0.175 1.720 0.05
F 1.560 1.299 -0.105 0.02
F 0.869 0.637 -2.061 0.03
Cl -1.575 -2.020 0.319 0.72
Cl 1.976 -1.185 -0.602 0.68

---

30
Properties=species:S:1:pos:R:3:lowdin_charge:R:1 method="wB97M-V/def2-TZVPD" molar_mass_g_mol=191.350 largest_force_ev_per_a=3.713 e_above_lowest_kcal_mol=82.0 homo_energy_ev="-7.910 / -8.393"
C 4.336 0.465 0.249 -0.09
C 3.907 0.079 -1.044 -0.08
C 3.504 0.390 1.404 -0.06
C 2.584 -0.305 -1.180 -0.14
C 2.163 -0.076 1.192 -0.08
C 1.795 -0.381 -0.118 0.01
C 0.131 -2.934 -1.434 0.01
C -0.781 -2.056 -1.012 -0.34
C -0.951 1.552 1.374 -0.15
C -1.585 1.224 -1.645 -0.18
C -3.289 -0.287 0.718 -0.17
N -0.640 -1.047 -0.135 -0.02
Si -1.604 0.314 0.022 0.45
H 5.297 0.980 0.482 0.11
H 4.612 0.140 -1.930 0.13
H 3.647 0.822 2.377 0.09
H 2.113 -0.314 -2.140 0.11
H 1.343 -0.146 1.926 0.10
H -0.214 -3.558 -2.187 0.02
H 1.198 -2.821 -1.452 0.04
H -1.816 -2.333 -1.240 0.11
H 0.082 1.519 1.396 -0.04
H -1.149 2.569 1.229 0.00
H -1.607 1.307 2.230 0.03
H -0.855 0.536 -2.222 0.04
H -2.557 1.313 -2.226 0.04
H -1.160 2.192 -1.602 -0.01
H -3.847 -1.000 0.041 0.05
H -3.218 -0.703 1.657 -0.01
H -4.146 0.328 0.813 0.01

---

28
Properties=species:S:1:pos:R:3:lowdin_charge:R:1 method="wB97M-V/def2-TZVPD" molar_mass_g_mol=174.232 largest_force_ev_per_a=4.758 e_above_lowest_kcal_mol=38.8 homo_energy_ev="-11.537 / -11.536" charge=+1
C 1.307 -1.263 0.165 -0.21
C 0.092 -0.568 -0.143 -0.24
C 0.003 0.836 -0.464 -0.31
C 1.330 -2.795 0.273 -0.02
C 3.543 1.512 0.406 -0.11
N 2.477 -0.498 0.211 0.04
N 2.373 0.713 0.541 -0.09
N -3.911 -0.209 -0.081 0.01
N -1.147 -1.177 -0.313 0.13
N 0.545 1.301 -1.630 0.19
N -0.686 1.647 0.267 0.01
N -1.217 1.417 1.503 0.10
H 2.276 -3.132 0.104 0.04
H 0.511 -3.219 -0.371 0.09
H 1.159 -3.241 1.302 0.11
H 4.331 1.012 1.070 0.11
H 4.031 1.431 -0.610 0.10
H 3.158 2.485 0.716 0.07
H -3.903 0.693 0.298 -0.01
H -3.996 -0.965 0.536 0.00
H -1.042 -2.199 -0.279 0.10
H -1.967 -0.545 -0.072 0.06
H 0.366 2.239 -1.931 0.11
H 1.404 0.754 -1.999 0.18
H -0.680 2.612 -0.135 0.20
H -4.658 -0.449 -0.870 0.11
H -1.148 0.430 1.552 0.07
H -0.666 1.765 2.300 0.13

---

78
Properties=species:S:1:pos:R:3:lowdin_charge:R:1 method="wB97M-V/def2-TZVPD" smiles="NC(N)=O.NC(N)=O.NC(N)=O.NC(N)=O.NC(N)=O.NC(N)=O.CCO.CCO.CO.CO" molar_mass_g_mol=516.558 largest_force_ev_per_a=10.675 e_above_lowest_kcal_mol=239.8 homo_energy_ev=-8.317
N -11.887 -14.963 5.545 0.20
C -10.954 -14.958 4.713 -0.61
N -10.333 -13.781 4.707 0.11
O -10.714 -15.999 3.788 -0.15
H -12.408 -15.805 5.582 0.13
H -12.094 -14.207 6.141 0.05
H -9.646 -13.725 3.915 0.12
H -10.088 -13.250 5.558 0.14
N -15.178 -14.311 6.050 0.21
C -15.910 -13.813 6.976 -0.64
N -17.110 -14.206 6.854 0.15
O -15.475 -12.905 7.930 -0.09
H -14.217 -13.934 5.960 0.09
H -15.550 -14.706 5.211 0.09
H -17.764 -13.972 7.623 0.18
H -17.319 -14.928 6.264 0.10
N -15.131 -8.590 8.039 0.19
C -14.255 -8.111 7.270 -0.64
N -14.383 -8.555 6.067 0.10
O -13.171 -7.266 7.703 -0.17
H -14.993 -8.491 9.034 0.13
H -15.814 -9.315 7.782 0.07
H -13.607 -8.195 5.481 0.10
H -14.338 -9.644 6.068 0.08
N -17.849 -9.813 5.071 0.11
C -17.512 -10.781 5.885 -0.59
N -17.764 -11.969 5.443 0.20
O -16.808 -10.591 7.068 -0.11
H -17.528 -8.812 5.175 0.17
H -18.541 -10.012 4.253 0.19
H -17.386 -12.811 5.882 0.05
H -18.170 -12.149 4.440 0.18
N -12.705 -12.034 4.519 0.17
C -13.255 -11.962 5.698 -0.61
N -14.310 -11.246 5.763 0.17
O -12.677 -12.551 6.805 -0.10
H -11.827 -12.541 4.443 0.06
H -13.209 -11.828 3.653 0.07
H -14.871 -11.369 6.612 0.10
H -14.764 -10.871 4.902 0.09
N -14.097 -10.539 2.328 0.15
C -15.325 -10.607 2.776 -0.58
N -15.611 -9.765 3.761 0.14
O -16.134 -11.639 2.392 -0.10
H -13.369 -9.934 2.733 0.13
H -13.893 -11.034 1.406 0.17
H -16.498 -9.926 4.334 0.04
H -15.020 -9.015 4.048 0.09
C -10.566 -11.901 2.129 -0.09
C -10.007 -10.790 1.218 -0.33
O -10.615 -10.967 0.017 -0.05
H -11.621 -11.755 2.210 0.03
H -10.010 -11.893 3.113 0.07
H -10.382 -12.933 1.777 0.10
H -8.912 -11.038 1.170 0.13
H -10.239 -9.844 1.588 0.09
H -10.749 -11.869 -0.214 0.08
C -13.790 -14.442 2.542 -0.08
C -15.205 -14.999 2.384 -0.30
O -16.054 -14.187 3.151 -0.12
H -13.619 -14.122 3.586 0.05
H -13.581 -13.636 1.891 0.04
H -13.020 -15.228 2.294 0.10
H -15.238 -16.053 2.779 0.13
H -15.424 -15.040 1.348 0.10
H -15.848 -13.285 2.931 0.00
C -10.420 -9.467 4.874 -0.15
O -11.814 -9.293 4.904 -0.13
H -10.141 -9.356 3.829 0.06
H -10.126 -10.467 5.165 0.07
H -9.866 -8.811 5.536 0.09
H -12.045 -10.232 4.829 0.02
C -11.172 -9.857 8.057 -0.19
O -10.406 -9.882 9.210 -0.10
H -11.036 -10.804 7.565 0.05
H -10.864 -8.912 7.517 0.10
H -12.203 -9.745 8.273 0.06
H -10.879 -10.540 9.724 0.08

---

17
Properties=species:S:1:pos:R:3:lowdin_charge:R:1 method="wB97M-V/def2-TZVPD" smiles=N[C@]12CNC[C@H]1[C@H]2F molar_mass_g_mol=116.139 largest_force_ev_per_a=6.384 e_above_lowest_kcal_mol=64.9 homo_energy_ev=-8.686
N 1.195 1.692 0.045 0.03
C 0.367 0.584 -0.056 -0.50
C -1.198 0.570 0.111 -0.12
N -1.490 -0.659 0.857 -0.06
C -0.430 -1.573 0.451 -0.20
C 0.847 -0.806 0.218 -0.11
C 0.861 -0.210 -1.161 -0.21
F -0.065 -0.692 -2.059 -0.01
H 1.189 2.447 0.958 0.17
H 1.104 2.336 -0.804 0.11
H -1.637 1.469 0.546 0.12
H -1.482 0.547 -0.940 0.11
H -1.421 -0.388 1.848 0.11
H -0.761 -1.991 -0.512 0.11
H -0.388 -2.472 1.235 0.16
H 1.652 -0.809 1.041 0.17
H 1.658 -0.046 -1.777 0.13

---

19
Properties=species:S:1:pos:R:3:lowdin_charge:R:1 method="wB97M-V/def2-TZVPD" smiles="NCC(N)=O.C=NC" molar_mass_g_mol=117.152 largest_force_ev_per_a=2.856 e_above_lowest_kcal_mol=43.3 homo_energy_ev=-9.384
N 1.821 -0.872 -0.625 -0.01
C 0.457 -1.110 -0.194 -0.20
C -0.539 -0.939 -1.330 -0.57
N 0.013 -1.052 -2.554 0.16
O -1.718 -0.709 -1.148 0.02
H 2.479 -1.216 0.064 0.08
H 1.977 0.126 -0.736 0.07
H 0.179 -0.341 0.645 0.09
H 0.373 -2.145 0.153 0.13
H 0.991 -1.296 -2.638 0.09
H -0.557 -0.889 -3.379 0.12
C -1.779 0.643 1.929 -0.10
N -0.770 1.304 2.253 -0.07
C 0.197 1.810 1.135 -0.13
H -2.368 0.186 2.725 0.07
H -2.051 0.379 0.906 0.05
H -0.080 1.758 0.071 0.07
H 1.192 1.472 1.421 0.07
H 0.184 2.891 1.301 0.06

---

12
Properties=species:S:1:pos:R:3:lowdin_charge:R:1 method="wB97M-V/def2-TZVPD" molar_mass_g_mol=60.096 largest_force_ev_per_a=6.306 e_above_lowest_kcal_mol=90.8 homo_energy_ev=-10.414
C 0.715 -1.225 -0.464 -0.13
C 0.037 0.106 -0.632 -0.34
C -0.791 0.577 0.481 -0.30
H 0.082 -2.045 0.031 0.06
H 1.362 -1.452 -1.422 0.09
H 1.677 -1.249 0.680 0.18
H 0.851 0.775 -0.765 0.11
H -0.534 0.017 -1.403 0.04
H -2.164 0.851 0.341 0.20
H -0.877 -0.289 1.271 0.12
H -0.293 2.350 0.620 0.12
O -0.065 1.584 1.261 -0.13

---

15
Properties=species:S:1:pos:R:3:lowdin_charge:R:1 method="wB97M-V/def2-TZVPD" molar_mass_g_mol=261.064 largest_force_ev_per_a=6.114 e_above_lowest_kcal_mol=43.8 homo_energy_ev=-4.508 charge=-1
C 0.368 0.421 0.917 -0.08
C 1.411 2.453 0.204 -0.12
C 0.748 -1.319 1.738 -0.17
N 1.338 1.199 0.993 -0.11
N 0.288 -2.357 1.337 0.07
O -1.473 -2.698 -2.441 -0.58
O -1.841 -0.759 -0.879 -0.64
S -1.616 -1.234 -2.276 0.30
I -3.841 -0.472 -3.421 -0.01
H -0.569 0.363 0.367 0.04
H 2.318 2.370 -0.313 0.04
H 1.466 3.216 0.951 0.05
H 0.445 2.351 -0.453 0.11
H 1.416 -1.232 2.596 0.06
H -0.458 -2.300 0.680 0.02